# C21H20BFN2O5

An isolated molecule of C21H20BFN2O5 at a distorted geometry (ωB97M-V with the def2-TZVPD basis set, OMol25).

Computed properties:
energy relative to the best compared isomer or geometry (same formula, charge and spin) = 5.8 kcal/mol
SMILES = C=CC(=O)N(CC(=O)N[C@@H](Cc1coc2ccccc12)B(O)O)c1ccccc1F
strongest force on any atom = 0.079 Eh/bohr
multiplicity = 1
gap between HOMO and LUMO = 8.141 eV

Last column: Mulliken charge in e.
Positions of all 50 atoms, in Å:
O  1.46163  3.28468  -1.78687  -0.66
O  -1.40174  1.58267  1.05112  -0.71
F  0.46532  -0.56344  -3.31872  -0.35
O  3.31500  -0.34880  1.59192  -0.56
O  2.60495  1.57569  0.23956  -0.82
O  1.86917  -3.34266  3.87560  -0.38
B  2.32599  0.48461  1.05687  0.76
C  0.88771  2.54818  -2.57113  1.06
C  -0.78224  1.59247  -0.02671  0.65
C  2.63437  2.30615  -4.32087  -0.89
C  1.70163  -2.88029  2.57724  -0.88
C  1.43413  2.07154  -3.88790  -0.36
C  0.62094  -2.10277  2.32654  0.77
C  -3.09780  -0.61204  -4.17074  -0.47
C  -0.57643  -2.44271  6.36957  -0.40
C  -1.47622  -1.78123  5.46351  -0.63
C  -3.46234  0.70246  -3.94069  -0.84
C  -1.79742  -0.99656  -3.91282  -0.82
C  0.61128  -2.89239  5.92149  -0.84
C  -1.17741  -1.51236  4.13892  -0.31
C  -2.54446  1.62478  -3.47496  -0.12
C  -0.88624  -0.14034  -3.30493  0.75
C  0.87842  -2.68441  4.49649  0.07
C  0.00153  -2.00336  3.62667  0.28
C  -1.29005  1.20072  -3.02512  -0.14
N  -0.42365  2.15108  -2.37668  0.21
N  0.34806  0.81433  -0.09197  0.24
C  -1.04163  2.58152  -1.09019  -1.30
C  0.31597  -1.33766  1.08309  -0.77
C  0.75385  0.08389  1.04137  -0.66
H  4.23033  -0.19693  1.28019  0.27
H  2.15035  2.03661  -0.52449  0.43
H  3.28710  2.88661  -3.65813  0.29
H  2.92066  1.95158  -5.29504  0.31
H  2.50971  -2.98641  1.93812  0.53
H  0.78626  1.42285  -4.46731  0.23
H  -3.74732  -1.26255  -4.69189  0.42
H  -0.91928  -2.58985  7.39169  0.36
H  -2.43392  -1.55891  5.88427  0.38
H  -4.47823  0.93335  -4.03008  0.44
H  -1.50179  -1.98141  -4.09089  0.47
H  1.36677  -3.34641  6.49860  0.47
H  -1.93702  -1.05353  3.45014  0.34
H  -2.82943  2.66484  -3.37826  0.55
H  0.78436  0.45532  -1.01117  0.48
H  -2.07034  2.67238  -1.28737  0.48
H  -0.57006  3.50938  -0.78479  0.43
H  0.53464  -1.84913  0.17418  0.49
H  -0.81341  -1.33364  1.07788  0.36
H  0.45828  0.66210  1.96470  0.38

# C21H20BNO2

A cluster of 2 separate species, C21H20BNO2 in total at a distorted geometry (ωB97M-V with the def2-TZVPD basis set, OMol25).

Computed properties:
SMILES = COc1ccc(Cc2ccc(Oc3ccccc3)cc2)cc1.BC#N
strongest force on any atom = 0.072 Eh/bohr
multiplicity = 1
gap between HOMO and LUMO = 6.609 eV

Last column: Mulliken charge in e.
Positions of all 45 atoms, in Å:
C  -6.22339  -6.29110  3.82068  -0.78
O  -5.19797  -5.63544  4.64033  -0.45
C  -3.91598  -5.95632  4.32004  0.87
C  -2.88240  -5.21638  4.94823  -0.68
C  -1.55274  -5.55808  4.70427  -0.31
C  -1.23130  -6.58938  3.80264  0.50
C  -0.00410  -7.48834  3.76042  -0.82
C  0.92443  -7.50221  2.56265  0.79
C  2.12934  -8.22420  2.75389  -0.74
C  2.81635  -8.81819  1.69674  -0.70
C  2.33150  -8.62209  0.38873  0.95
O  3.17308  -9.07888  -0.62010  -0.48
C  3.06400  -8.44537  -1.88174  0.29
C  4.20640  -7.78788  -2.34118  -0.42
C  4.13845  -7.07266  -3.53569  -0.39
C  2.95095  -7.01837  -4.26424  -0.48
C  1.80941  -7.68688  -3.82364  -0.46
C  1.88759  -8.46885  -2.65979  -0.31
C  1.13341  -7.91134  0.17544  -0.37
C  0.44991  -7.35180  1.25804  -0.78
C  -2.27533  -7.22909  3.12783  -0.74
C  -3.61147  -6.96521  3.36523  -0.77
H  -7.14362  -5.76821  4.09865  0.24
H  -6.01027  -6.13998  2.73712  0.35
H  -6.32925  -7.37423  4.06272  0.30
H  -3.17669  -4.50160  5.72483  0.37
H  -0.77370  -5.04949  5.26535  0.40
H  0.59814  -7.46941  4.70800  0.36
H  2.45908  -8.46270  3.77464  0.27
H  3.71324  -9.44234  1.84036  0.39
H  5.11680  -7.85728  -1.74653  0.40
H  5.04022  -6.59106  -3.90087  0.36
H  2.91594  -6.49411  -5.20864  0.37
H  0.83888  -7.59683  -4.32862  0.36
H  0.99710  -8.98567  -2.28115  0.51
H  0.69059  -7.78078  -0.80824  0.23
H  -0.52378  -6.90925  1.07325  0.46
H  -2.01417  -8.08450  2.50638  0.29
H  -4.37681  -7.58373  2.87924  0.34
H  -0.54695  -8.42710  3.63489  0.29
B  2.21598  -8.87951  7.77754  -0.01
H  2.69524  -9.90596  7.36428  0.01
H  2.97167  -7.94698  7.82207  0.01
C  0.72556  -8.69579  7.79770  0.42
N  -0.44522  -8.59408  7.69182  -0.40

# C21H20BiN3OSe2Te2

A structure of composition C21H20BiN3OSe2Te2 (ωB97M-V with the def2-TZVPD basis set, OMol25).

Computed properties:
energy relative to the best compared isomer or geometry (same formula, charge and spin) = 7.6 kcal/mol
strongest force on any atom = 0.010 Eh/bohr
multiplicity = 1
gap between HOMO and LUMO = 5.986 eV

Last column: Mulliken charge in e.
Positions of all 50 atoms, in Å:
Bi  1.19814  0.06938  0.32837  1.28
C  -1.89048  2.23736  -2.77390  -1.58
C  -0.91994  1.95796  -1.66804  0.62
N  -0.59962  0.77063  -1.29546  0.65
N  -1.19280  -0.28168  -1.94163  -0.86
C  -0.74855  -1.42375  -1.50417  0.35
O  0.11744  -1.59206  -0.55040  -0.49
C  -1.27072  -2.66038  -2.13166  0.51
C  -2.03377  -2.59930  -3.29585  -0.27
C  -2.49839  -3.76525  -3.87930  -0.70
C  -2.20448  -4.99608  -3.30553  -0.37
C  -1.43911  -5.05894  -2.15061  -0.73
C  -0.96678  -3.89456  -1.56496  -0.34
C  -0.28587  3.08357  -0.95428  0.36
C  -0.64644  4.40578  -1.21278  -0.84
C  -0.04047  5.42366  -0.49849  -0.43
C  0.91365  5.10550  0.45610  -0.89
C  1.21717  3.76728  0.64858  -0.35
N  0.64072  2.78499  -0.03080  0.16
H  -2.16956  1.30927  -3.26020  0.27
H  -1.44499  2.91437  -3.50434  0.38
H  -2.79096  2.71457  -2.38168  0.34
H  -2.24972  -1.63447  -3.73257  0.39
H  -3.08712  -3.71700  -4.78622  0.39
H  -2.56764  -5.90666  -3.76428  0.38
H  -1.20234  -6.01772  -1.70862  0.41
H  -0.34731  -3.92865  -0.67930  0.45
H  -1.39170  4.63639  -1.95875  0.38
H  -0.31040  6.45403  -0.68657  0.42
H  1.41325  5.86813  1.03548  0.41
H  1.96086  3.46747  1.37791  0.57
C  0.37063  -2.37971  3.79862  -1.55
C  0.79954  -0.94085  3.75867  0.71
C  -0.13797  0.08253  3.62612  -0.40
C  0.25032  1.41510  3.59859  -0.48
C  1.59416  1.74730  3.68709  -0.49
C  2.54139  0.73809  3.80531  -0.54
C  2.14481  -0.59097  3.85163  -0.53
H  0.19772  -2.70297  4.82726  0.38
H  1.13398  -3.02016  3.36008  0.28
H  -0.55488  -2.52766  3.24222  0.35
H  -1.18858  -0.17073  3.54332  0.36
H  -0.49848  2.19146  3.50279  0.36
H  1.90328  2.78461  3.67652  0.60
H  3.59349  0.98354  3.86788  0.38
H  2.89192  -1.36950  3.94056  0.59
Se  2.79375  0.70904  -1.73006  -0.37
Te  2.52316  -1.40073  -2.99516  -0.11
Te  3.47295  -3.17579  -1.03513  -0.10
Se  3.00675  -1.86646  1.04764  -0.31

# C21H20Br2FeN4O2S2

A structure of composition C21H20Br2FeN4O2S2 (ωB97M-V with the def2-TZVPD basis set, OMol25).

Computed properties:
total charge = +1
energy relative to the best compared isomer or geometry (same formula, charge and spin) = 0.0 kcal/mol
strongest force on any atom = 0.016 Eh/bohr
⟨S²⟩ = 8.80
multiplicity = 6
gap between HOMO and LUMO (spin up / spin down) = 7.082 / 4.981 eV

Last column: Mulliken spin population.
Positions of all 52 atoms, in Å:
Fe  -0.30061  -0.20374  0.19763  3.76
C  3.65145  -1.66761  3.63021  0.00
S  2.10058  -2.56720  3.78018  0.00
C  1.15603  -1.98603  2.44317  0.01
S  1.74119  -0.75437  1.37286  0.08
N  -0.01516  -2.56181  2.40175  0.00
N  -0.82696  -2.02484  1.45515  0.01
C  -1.92548  -2.62336  1.24389  0.00
C  -2.83786  -2.00940  0.27398  0.02
C  -4.10378  -2.51653  0.02995  0.00
C  -4.92624  -1.86183  -0.87074  0.00
C  -4.46432  -0.71720  -1.50004  0.00
C  -3.18188  -0.28349  -1.20995  0.01
N  -2.38096  -0.91699  -0.35056  0.02
H  4.31892  -2.13827  4.35020  0.00
H  4.06231  -1.77245  2.62927  0.00
H  3.52324  -0.61766  3.87776  0.00
H  -2.19400  -3.53179  1.77658  0.00
H  -4.43645  -3.40443  0.55193  0.00
H  -5.92031  -2.23898  -1.07593  0.00
H  -5.08032  -0.16901  -2.19875  0.00
H  -2.77190  0.59874  -1.68779  0.00
C  2.64665  0.71200  -1.80915  0.00
C  2.21844  1.84554  -0.93496  0.01
C  3.00170  3.00918  -0.83328  -0.02
C  2.62595  4.02313  0.00226  0.05
C  1.45413  3.88371  0.76184  -0.03
C  0.95327  4.85900  1.69022  0.28
Br  1.85123  6.47503  1.91281  0.06
C  -0.19428  4.64993  2.44118  -0.09
C  -0.91186  3.48299  2.30001  0.20
Br  -2.43714  3.18678  3.31512  0.05
C  -0.49475  2.45874  1.37244  0.12
O  -1.12528  1.40829  1.21456  0.26
C  0.73657  2.69959  0.60228  0.12
N  1.09831  1.71411  -0.22888  0.02
H  3.42731  1.02189  -2.50088  0.00
H  1.79618  0.32514  -2.36410  0.00
H  3.03356  -0.09726  -1.18447  0.00
H  3.90474  3.09046  -1.42271  0.00
H  3.22124  4.92210  0.08565  0.01
H  -0.52943  5.40238  3.14014  0.00
C  -0.09154  -3.11658  -1.85468  0.01
C  -0.15555  -1.79379  -2.55137  0.00
C  -0.20021  -1.77375  -4.04671  0.00
O  -0.15625  -0.74318  -1.92318  0.03
H  0.41023  -3.86602  -2.46614  0.00
H  -1.12122  -3.45664  -1.69572  0.00
H  0.39238  -3.02162  -0.88388  0.00
H  -0.76967  -2.61797  -4.43524  0.00
H  0.82739  -1.88339  -4.41031  0.00
H  -0.59960  -0.83154  -4.41360  0.00